# C49H60AsBrClN4O8S3Si2Zr

C49H60AsBrClN4O8S3Si2Zr as an isolated structure in a non-equilibrium geometry (ωB97M-V with the def2-TZVPD basis set, OMol25).

Properties
ΔE to the lowest compared entry with this formula, charge and spin   20.86 kcal/mol
Charge   -1
Spin multiplicity   1
HOMO energy   -3.93 eV

The geometry in XYZ format:
```
130
Properties=species:S:1:pos:R:3:mulliken_charge:R:1
Zr -1.1855 0.1179 -0.7311 -3.10
O -1.1943 1.7281 0.5400 -0.14
S -1.4325 3.2031 0.3080 0.32
C -1.6689 4.0051 1.9984 -1.11
C -0.6175 3.8904 3.1159 0.28
C -1.2224 3.3837 4.4443 -1.27
C -1.6493 1.9413 4.3752 -0.83
S -0.2928 0.7369 4.1237 0.69
O 0.5210 1.1514 2.9671 -0.54
C 0.7097 1.3394 5.5121 0.00
C 1.9313 1.9299 5.2418 -0.12
C 2.7221 2.3995 6.2788 -0.91
C 2.2840 2.2679 7.5895 -0.41
C 1.0649 1.6589 7.8585 -0.72
C 0.2825 1.1784 6.8214 -0.35
C 0.2609 3.7936 0.1049 0.56
C 1.2774 2.8498 0.1155 0.90
C 2.5932 3.2637 -0.0414 -1.03
C 2.8847 4.6069 -0.1995 -0.68
C 1.8600 5.5477 -0.2040 -0.89
C 0.5433 5.1403 -0.0722 -1.04
H -2.6197 3.5656 2.2995 0.80
H -1.8277 5.0490 1.7258 0.51
H -0.1489 4.8638 3.2737 0.50
H 0.1638 3.1996 2.8113 -0.29
H -2.0856 4.0079 4.7022 0.44
H -0.4835 3.4903 5.2435 0.44
H -2.3320 1.7536 3.5437 0.16
H -2.1150 1.5978 5.3006 0.81
H 2.2353 2.0245 4.2083 0.41
H 3.6748 2.8666 6.0654 0.43
H 2.8892 2.6439 8.4037 0.38
H 0.7242 1.5587 8.8806 0.41
H -0.6649 0.6957 7.0226 0.41
H 1.0435 1.8226 0.3419 0.22
H 3.3789 2.5199 -0.0453 0.44
H 3.9122 4.9237 -0.3177 0.37
H 2.0925 6.5987 -0.3117 0.36
H -0.2621 5.8634 -0.0975 0.43
N 0.6033 -3.7994 -7.5403 -0.60
C -0.0883 -3.3135 -6.4386 1.32
C -0.9887 -4.1226 -5.7406 -1.03
C -1.6688 -3.6299 -4.6428 -0.31
C -1.4580 -2.3258 -4.2197 -1.52
C -0.6228 -1.4922 -4.9496 0.13
C 0.0482 -1.9799 -6.0546 -0.95
S -2.1710 -1.7150 -2.7025 2.23
O -2.0461 -0.2596 -2.7784 -0.47
O -3.5090 -2.2019 -2.5385 -0.86
N -1.1900 -2.0446 -1.4612 0.89
C -1.2058 -3.3239 -1.0182 -0.34
N -1.7560 -4.2653 -1.8073 -0.43
C -1.8121 -5.4955 -1.3400 -0.39
C -1.2851 -5.8602 -0.1118 -1.29
C -0.6665 -4.8370 0.5875 -0.13
N -0.6279 -3.5896 0.1632 0.51
H 0.7083 -4.7995 -7.5870 0.20
H 1.4453 -3.2930 -7.7618 0.24
H -1.1281 -5.1497 -6.0555 0.31
H -2.3445 -4.2574 -4.0864 0.58
H -0.4659 -0.4664 -4.6404 0.44
H 0.7092 -1.3262 -6.6072 0.32
H -2.2887 -6.2216 -1.9919 0.45
H -1.3327 -6.8710 0.2611 0.41
H -0.1652 -5.0103 1.5352 0.42
C 3.7725 2.0855 -3.8768 -1.08
Si 1.8467 1.9244 -3.9285 0.60
C 1.2860 3.7440 -3.6580 -0.81
C 1.5356 1.7077 -5.8339 -1.30
As 0.8131 0.4906 -2.3288 2.07
Si 2.4650 -1.1340 -2.5927 0.95
C 1.9742 -2.8475 -1.8878 -0.65
C 4.2180 -0.8292 -1.7953 -1.37
C 3.0021 -1.6847 -4.3776 -1.11
H 4.1248 2.9157 -4.4849 0.44
H 4.2556 1.1786 -4.2326 0.32
H 4.0999 2.2524 -2.8527 0.24
H 1.8212 4.4514 -4.2906 0.41
H 1.4471 4.0323 -2.6206 0.03
H 0.2204 3.8391 -3.8565 0.27
H 1.8869 2.5748 -6.3909 0.41
H 0.4686 1.6055 -6.0251 0.33
H 2.0358 0.8273 -6.2352 0.32
H 1.4951 -2.7391 -0.9185 -0.35
H 2.8267 -3.5167 -1.7679 0.68
H 1.2589 -3.3388 -2.5504 0.12
H 4.1579 -0.0509 -1.0354 0.12
H 4.9410 -0.4982 -2.5389 0.41
H 4.6199 -1.7258 -1.3242 0.47
H 2.2653 -2.3695 -4.7913 0.10
H 3.9651 -2.1940 -4.3703 0.44
H 3.0756 -0.8267 -5.0447 0.31
Cl -1.7063 2.3778 -2.1340 -0.37
C 2.4854 -3.7725 5.6558 -1.77
C 1.8190 -3.1726 4.4496 0.67
C 0.4491 -3.2728 4.2595 -1.23
C -0.1957 -2.6658 3.1900 1.39
C -1.6933 -2.7518 3.1447 -1.35
C 0.5677 -1.9513 2.2424 0.17
C 1.9628 -1.8694 2.4064 1.27
C 2.8441 -1.0819 1.4851 -0.93
C 2.5568 -2.4795 3.5057 -1.24
C -0.1173 -1.1979 1.1413 1.38
O -1.3435 -0.9205 1.2149 -0.67
O 0.5329 -0.7511 0.1508 0.68
H 1.7747 -3.8879 6.4729 0.41
H 3.3059 -3.1393 5.9919 0.39
H 2.8949 -4.7560 5.4169 0.30
H -0.1411 -3.8209 4.9850 0.33
H -2.0640 -3.4290 3.9154 0.45
H -2.0374 -3.0936 2.1715 0.09
H -2.1280 -1.7645 3.3006 0.08
H 2.4933 -0.0505 1.4432 -0.10
H 2.8032 -1.4728 0.4719 -0.53
H 3.8765 -1.0917 1.8375 0.45
H 3.6287 -2.3910 3.6347 0.37
Br -6.4162 0.7533 2.3320 -0.22
C -6.4408 1.1917 0.4886 0.37
C -7.6528 1.5542 -0.0775 -0.56
C -7.7011 1.8889 -1.4200 -0.44
C -6.5551 1.8307 -2.1984 -0.97
C -5.3534 1.4465 -1.6307 -0.29
C -5.2824 1.1295 -0.2764 0.18
C -3.9225 0.7596 0.2835 0.60
O -3.6073 1.1657 1.3971 -0.27
O -3.2100 0.0632 -0.5119 -0.45
H -8.5466 1.5768 0.5286 0.41
H -8.6454 2.1835 -1.8575 0.37
H -6.6048 2.0828 -3.2485 0.40
H -4.4491 1.3777 -2.2224 0.29
```

=====

# C49H60N3O9PS

A 5-piece molecular cluster, C49H60N3O9PS overall in a non-equilibrium geometry (ωB97M-V with the def2-TZVPD basis set, OMol25).

Properties
Charge   0
SMILES string   CCCCNc1c(CCCCn2cccc2)c(CCCS(=O)(=O)O)c(P(=O)(O)O)c2c1C(=O)N(COC)C2=O.c1ccccc1.c1ccccc1.c1ccccc1.c1ccccc1
Spin multiplicity   1
HOMO energy   -8.35 eV

The geometry in XYZ format:
```
123
Properties=species:S:1:pos:R:3:mulliken_charge:R:1
C 2.2762 -2.3237 1.4308 -0.65
C 2.8649 -2.0708 0.0419 -0.44
C 1.7708 -2.0465 -1.0465 -0.89
C 0.9749 -0.7418 -0.9298 0.08
N -0.4993 -0.9185 -1.0573 0.33
C -1.2728 -0.4348 0.0142 -1.45
C -1.5743 0.9360 0.1751 0.68
C -0.9809 1.9163 -0.8383 -1.07
C -0.0445 2.9746 -0.1800 -1.05
C 1.4527 2.7304 -0.4059 -0.27
C 2.2532 3.4587 0.6865 -1.17
N 2.3453 2.7074 1.9238 0.38
C 3.1757 3.0515 2.9551 -0.59
C 3.0267 2.1724 3.9988 -0.73
C 2.0357 1.2302 3.5903 -0.90
C 1.6480 1.5954 2.3257 0.05
C -2.4131 1.3613 1.2108 0.28
C -2.8656 2.7953 1.3188 -1.25
C -3.7273 3.1852 0.0616 -1.18
C -5.1432 3.6708 0.3810 -0.93
S -6.3228 2.3599 0.0090 1.18
O -5.6877 1.0834 0.1261 -0.46
O -6.8813 2.6550 -1.2720 -0.67
O -7.4617 2.5046 1.1071 -0.45
C -2.9102 0.4391 2.1685 1.04
P -3.9296 0.9396 3.5715 0.71
O -3.1228 1.6989 4.5474 -0.84
O -4.6325 -0.3108 4.2218 -0.60
O -5.1509 1.8580 3.1052 -0.42
C -2.5750 -0.8960 2.0013 0.18
C -1.7985 -1.3215 0.9390 0.85
C -1.7002 -2.8259 1.0340 -0.43
O -0.8383 -3.5561 0.6962 -0.43
N -2.8735 -3.2109 1.7937 0.04
C -4.1135 -3.1309 1.0411 -0.36
O -4.7226 -4.4050 0.9844 -0.41
C -6.1318 -4.3131 1.0186 -0.73
C -2.8645 -2.1609 2.8036 -0.38
O -2.9474 -2.3414 3.9657 -0.57
H 2.7847 -1.7323 2.1858 0.33
H 1.2371 -2.0000 1.4558 -0.24
H 2.2716 -3.3800 1.6803 0.37
H 3.3004 -1.0703 0.0395 0.02
H 3.6381 -2.7933 -0.2007 0.55
H 1.1090 -2.8909 -0.8575 0.47
H 2.2234 -2.1391 -2.0285 0.49
H 1.1916 -0.2845 0.0289 -0.76
H 1.2848 -0.0869 -1.7426 0.48
H -0.6964 -1.8993 -1.2013 0.63
H -1.8278 2.4133 -1.2977 0.88
H -0.4717 1.3501 -1.6059 0.46
H -0.1823 2.9548 0.8908 0.61
H -0.2843 3.9494 -0.5999 0.23
H 1.7857 3.1322 -1.3584 0.61
H 1.7016 1.6816 -0.3164 -0.08
H 3.2334 3.7750 0.3433 0.58
H 1.6978 4.3748 0.9094 0.35
H 3.8498 3.8907 2.9889 0.44
H 3.5818 2.2293 4.9155 0.46
H 1.6674 0.3969 4.1587 0.51
H 0.8892 1.0938 1.7517 0.13
H -3.4798 2.9482 2.1879 0.84
H -2.0562 3.5090 1.3758 0.58
H -3.2138 3.9617 -0.4962 0.49
H -3.8216 2.3123 -0.5765 0.53
H -5.2143 3.9907 1.4202 0.36
H -5.3945 4.5264 -0.2357 0.55
H -7.1063 3.0441 1.8269 0.37
H -4.0354 -0.6738 4.8934 0.35
H -5.1464 2.5889 3.7421 0.24
H -3.9467 -2.7953 0.0107 0.35
H -4.8219 -2.4367 1.5025 0.41
H -6.5365 -3.8206 0.1319 0.31
H -6.4817 -3.8232 1.9290 0.33
H -6.5126 -5.3297 1.0313 0.28
C -2.9271 -2.1336 -5.7883 -0.40
C -3.0799 -1.7098 -4.4750 -0.65
C -2.0923 -0.9407 -3.8748 0.11
C -0.9515 -0.5980 -4.5861 -0.29
C -0.7948 -1.0275 -5.8964 -0.59
C -1.7836 -1.7943 -6.4980 -0.40
H -3.6990 -2.7291 -6.2586 0.37
H -3.9690 -1.9793 -3.9191 0.39
H -2.2090 -0.6068 -2.8545 0.45
H -0.1827 0.0039 -4.1162 0.28
H 0.0977 -0.7646 -6.4500 0.38
H -1.6626 -2.1281 -7.5206 0.36
C 6.5219 -1.9562 -1.5768 -0.45
C 7.0509 -2.8375 -2.5094 -0.51
C 6.8427 -2.6227 -3.8651 -0.41
C 6.1019 -1.5278 -4.2881 -0.58
C 5.5667 -0.6500 -3.3552 -0.45
C 5.7781 -0.8635 -2.0003 -0.33
H 6.6880 -2.1209 -0.5197 0.42
H 7.6257 -3.6935 -2.1798 0.50
H 7.2571 -3.3094 -4.5915 0.60
H 5.9408 -1.3591 -5.3453 0.38
H 4.9845 0.2014 -3.6848 0.39
H 5.3613 -0.1785 -1.2727 0.44
C 11.0707 -5.1566 -3.3643 -0.49
C 11.5998 -6.0382 -4.2967 -0.38
C 11.3910 -5.8235 -5.6518 -0.38
C 10.6499 -4.7287 -6.0747 -0.42
C 10.1144 -3.8514 -5.1419 -0.44
C 10.3256 -4.0642 -3.7867 -0.33
H 11.2387 -5.3211 -2.3076 0.36
H 12.1760 -6.8931 -3.9669 0.36
H 11.8060 -6.5095 -6.3789 0.36
H 10.4891 -4.5597 -7.1318 0.36
H 9.5327 -2.9999 -5.4715 0.48
H 9.9100 -3.3785 -3.0598 0.53
C -7.5220 5.3200 7.1997 -0.34
C -6.5646 4.3195 7.1102 -0.48
C -5.5091 4.4485 6.2177 -0.39
C -5.4138 5.5761 5.4120 -0.46
C -6.3769 6.5733 5.4962 -0.46
C -7.4297 6.4453 6.3911 -0.39
H -8.3419 5.2231 7.8994 0.36
H -6.6397 3.4394 7.7353 0.38
H -4.7564 3.6699 6.1499 0.56
H -4.5861 5.6781 4.7199 0.47
H -6.3054 7.4511 4.8666 0.38
H -8.1792 7.2231 6.4594 0.36
```

=====

# C49H61BGaN5O

C49H61BGaN5O as an isolated structure (ωB97M-V with the def2-TZVPD basis set, OMol25).

Properties
ΔE to the lowest compared entry with this formula, charge and spin   0.00 kcal/mol
Charge   0
Spin multiplicity   1
HOMO energy   -7.69 eV

The geometry in XYZ format:
```
118
Properties=species:S:1:pos:R:3:mulliken_charge:R:1
Ga -0.3795 -1.1357 -0.6873 -1.24
C 2.8643 0.1284 3.0552 -0.54
C 2.8511 -0.9551 4.1042 1.01
C 3.9131 -1.0356 5.0114 -1.04
C 3.9266 -1.9360 6.0609 -0.76
C 2.8467 -2.7971 6.2307 -0.56
C 1.8034 -2.7635 5.3277 -0.85
C 1.8008 -1.8557 4.2664 0.53
N 0.6834 -1.8925 3.3985 0.45
C 0.6800 -1.8010 2.0338 0.19
N 1.9013 -1.9442 1.4699 0.28
C 2.2257 -2.2773 0.1223 -0.14
C 1.3081 -2.1615 -0.9179 0.59
C 1.7188 -2.6639 -2.1555 -0.09
C 2.9841 -3.1942 -2.3627 -1.42
C 3.8921 -3.2151 -1.3125 -0.91
C 3.5281 -2.7665 -0.0521 1.48
C 4.5039 -2.8128 1.0969 -1.51
N -0.4134 -1.6681 1.3402 1.01
C -1.6538 -1.6662 2.0515 -1.62
C -2.1129 -0.5162 2.6789 -0.04
C -3.2937 -0.5366 3.4028 -0.67
C -4.0382 -1.7073 3.4671 -0.92
C -3.5866 -2.8470 2.8167 -0.84
C -2.3880 -2.8528 2.1059 1.47
C -1.8761 -4.0993 1.4333 -1.28
H 3.3367 1.0226 3.4633 0.79
H 1.8633 0.4083 2.7252 -0.22
H 3.4240 -0.1535 2.1593 -0.10
H 4.7374 -0.3406 4.8918 0.45
H 4.7641 -1.9611 6.7459 0.41
H 2.8292 -3.5070 7.0475 0.40
H 0.9745 -3.4560 5.4221 0.49
H -0.2265 -1.9854 3.8246 0.30
H 2.6304 -2.1279 2.1389 -0.08
H 1.0311 -2.6363 -2.9907 0.46
H 3.2660 -3.5798 -3.3348 0.44
H 4.8962 -3.5960 -1.4639 0.34
H 5.4838 -3.1328 0.7469 0.44
H 4.1986 -3.5164 1.8801 0.33
H 4.6271 -1.8305 1.5644 0.24
H -1.5396 0.3946 2.5789 0.42
H -3.6435 0.3658 3.8889 0.46
H -4.9730 -1.7310 4.0132 0.40
H -4.1743 -3.7578 2.8558 0.45
H -2.6943 -4.7897 1.2291 0.49
H -1.1510 -4.6221 2.0642 0.28
H -1.3776 -3.8566 0.4975 -0.12
C -2.5916 -3.0265 -1.8293 -1.18
O -1.8518 -1.9764 -1.3230 1.37
H -2.6152 -3.0051 -2.9276 0.23
H -3.6335 -2.9636 -1.4850 0.25
H -2.2038 -4.0119 -1.5295 0.24
C -3.9438 0.5775 -0.0355 -0.75
C -4.6620 0.9487 -1.3306 0.24
C -5.0433 2.4331 -1.3433 -1.57
C -3.9704 0.5268 -2.6204 0.31
C -4.7782 -0.0361 -3.6073 -0.98
C -4.2722 -0.4153 -4.8396 -1.59
C -2.9286 -0.2248 -5.1073 -0.32
C -2.0848 0.3347 -4.1533 0.80
C -0.6175 0.5261 -4.4914 1.94
C -0.4106 1.5397 -5.6178 -1.88
C 0.0215 -0.8196 -4.8342 -1.32
C -2.6118 0.6968 -2.9080 -0.08
N -1.7308 1.3676 -1.9855 0.94
B -0.7001 0.8961 -1.0646 0.05
N -0.0477 2.1203 -0.6595 0.78
C -0.6550 3.2081 -1.3044 -1.25
C -1.6449 2.7585 -2.0924 -1.56
C 1.1415 2.3960 0.0918 0.32
C 2.3867 2.2601 -0.5365 0.84
C 3.5188 2.6988 0.1453 -0.54
C 3.4226 3.2955 1.3917 -1.77
C 2.1815 3.4461 1.9857 -0.57
C 1.0258 2.9913 1.3579 0.74
C -0.3143 3.1981 2.0428 1.81
C -0.7017 4.6795 2.0639 -1.72
C -0.3051 2.6421 3.4684 -1.57
C 2.5316 1.7852 -1.9724 2.11
C 3.5557 0.6609 -2.1132 -1.64
C 2.8961 2.9586 -2.8864 -1.86
H -4.6646 0.5413 0.7836 0.69
H -3.1763 1.3086 0.2294 -0.21
H -3.4703 -0.4037 -0.1121 -0.16
H -5.5999 0.3874 -1.3285 0.80
H -4.1561 3.0603 -1.2241 0.23
H -5.7215 2.6580 -0.5158 0.45
H -5.5405 2.7100 -2.2751 0.35
H -5.8311 -0.1836 -3.3912 0.44
H -4.9220 -0.8568 -5.5853 0.38
H -2.5257 -0.5171 -6.0709 0.36
H -0.1206 0.9195 -3.6053 -0.72
H -0.8775 1.1999 -6.5466 0.36
H 0.6559 1.6815 -5.8112 0.42
H -0.8419 2.5094 -5.3603 0.38
H -0.3699 -1.2131 -5.7763 0.40
H -0.2014 -1.5511 -4.0573 -0.01
H 1.1064 -0.7274 -4.9307 0.42
H -0.3074 4.2180 -1.1519 0.65
H -2.2952 3.3149 -2.7498 0.68
H 4.4895 2.6092 -0.3286 0.40
H 4.3140 3.6503 1.8953 0.39
H 2.1073 3.9241 2.9566 0.30
H -1.0716 2.6662 1.4679 -0.93
H -0.0355 5.2475 2.7193 0.33
H -1.7219 4.8042 2.4346 0.46
H -0.6464 5.1222 1.0677 0.33
H 0.4081 3.1847 4.0951 0.40
H -0.0228 1.5909 3.4937 0.29
H -1.2924 2.7425 3.9266 0.43
H 1.5601 1.4096 -2.2967 -0.97
H 4.5423 0.9764 -1.7623 0.31
H 3.6572 0.3702 -3.1612 0.42
H 3.2642 -0.2216 -1.5481 0.31
H 3.8915 3.3450 -2.6520 0.39
H 2.1833 3.7788 -2.7818 0.37
H 2.8976 2.6389 -3.9310 0.41
```

=====

| no. | orbital gap (eV) | DFT total energy (eV) |
| --- | --- | --- |
| 1 | 6.0 | -267081.839 |
| 2 | 8.1 | -94808.633 |
| 3 | 8.2 | -114358.621 |